1.
107
Properties=species:S:1:pos:R:3:mulliken_charge:R:1 method="wB97M-V/def2-TZVPD" e_tot_ev=-121073.575 lumo_ev=0.1 e_above_lowest_kcal_mol=17.1
N -0.724 -0.288 0.303 0.435
H 0.126 -0.885 0.243 0.125
H -0.443 0.410 1.178 0.026
H -1.493 -0.644 0.638 0.371
H -0.677 0.381 -0.412 0.078
F 1.772 -0.450 1.642 -0.835
C 2.260 2.271 0.139 0.817
C 3.193 3.200 0.950 0.359
C 3.825 2.516 2.237 -0.520
O 5.228 2.972 1.959 -0.448
C 5.299 3.675 0.745 0.623
O 6.383 4.154 0.378 -0.633
O 4.185 3.715 0.163 -0.344
H 1.839 2.862 -0.803 -0.143
H 1.483 1.865 0.650 -0.064
H 2.925 1.501 -0.345 -0.584
H 2.483 3.981 1.343 0.132
H 3.771 1.489 2.263 0.230
H 3.419 2.897 3.007 0.530
C 3.465 -2.645 -1.648 -1.284
C 3.600 -1.364 -0.997 2.013
C 4.413 -1.313 0.238 -0.664
O 5.547 -0.615 -0.157 -0.377
C 5.374 0.025 -1.227 0.581
O 6.099 0.930 -1.660 -0.653
O 4.196 -0.358 -1.821 -0.170
H 3.112 -3.427 -0.738 0.185
H 4.454 -3.103 -2.035 0.229
H 2.748 -2.774 -2.469 0.054
H 2.682 -1.132 -0.676 -0.464
H 4.907 -2.050 0.750 0.484
H 4.155 -0.692 1.110 0.058
C 2.235 2.314 -4.947 -0.518
C 0.741 2.619 -5.100 -0.455
C -0.108 1.357 -4.599 -0.768
S 0.902 0.550 -3.508 1.020
O 0.882 -0.836 -3.910 -0.817
O 0.549 0.780 -2.203 -0.393
C 2.416 1.246 -3.964 -0.061
H 2.677 3.236 -4.501 0.289
H 2.549 2.166 -6.016 0.248
H 0.383 2.796 -6.148 0.420
H 0.432 3.478 -4.554 0.091
H -0.067 0.652 -5.470 0.366
H -1.099 1.585 -4.247 0.369
H 3.327 0.528 -4.119 0.423
H 2.374 1.737 -2.884 -0.167
C -5.567 -4.102 3.135 -0.566
C -5.273 -4.687 1.784 -0.836
C -3.738 -4.753 1.638 -1.208
S -3.150 -3.258 2.341 1.315
O -3.280 -2.275 1.295 -0.694
O -1.959 -3.476 3.044 -0.757
C -4.526 -3.106 3.504 -0.572
H -5.785 -4.967 3.954 0.175
H -6.522 -3.702 2.967 0.310
H -5.711 -4.035 0.954 0.286
H -5.830 -5.481 1.455 0.620
H -3.359 -4.942 0.847 0.725
H -3.556 -5.406 2.411 0.376
H -4.955 -2.152 3.643 0.390
H -4.100 -3.381 4.610 0.304
C -2.049 6.430 -0.822 -0.816
C -3.206 5.780 -1.670 -0.748
C -2.772 4.333 -1.901 -0.719
S -1.242 3.909 -1.080 1.311
O -0.210 3.954 -1.986 -0.652
O -1.423 2.830 -0.161 -0.700
C -1.278 5.392 -0.020 -0.742
H -2.411 7.257 -0.302 0.563
H -1.362 6.959 -1.617 0.197
H -3.528 6.264 -2.570 0.350
H -3.988 5.939 -1.020 0.352
H -2.480 3.994 -2.937 0.409
H -3.648 3.839 -1.690 0.382
H -0.202 5.542 0.005 0.394
H -1.836 5.069 0.843 0.381
C -0.097 -6.625 -1.582 -1.146
C 0.637 -5.934 -2.747 -1.091
C -0.043 -4.573 -3.150 -0.468
S -0.694 -3.999 -1.649 1.144
O -2.151 -3.768 -1.896 -0.764
O 0.042 -2.868 -1.067 -0.509
C -0.347 -5.430 -0.614 -0.433
H 0.324 -7.345 -1.195 0.744
H -1.098 -6.960 -1.881 0.299
H 0.817 -6.560 -3.440 0.719
H 1.627 -5.622 -2.662 0.309
H -0.939 -4.705 -3.820 0.312
H 0.558 -3.662 -3.655 0.211
H -1.206 -5.710 -0.095 0.099
H 0.397 -5.435 0.132 0.516
C 0.129 1.625 5.102 -0.714
C -0.727 2.569 4.212 -0.062
C -2.303 2.086 4.593 -1.087
S -2.145 0.369 4.521 1.147
O -2.232 0.034 3.086 -0.468
O -3.102 -0.130 5.429 -0.777
C -0.504 0.185 5.098 -0.955
H 0.396 2.047 5.977 0.485
H 0.941 1.634 4.547 0.261
H -0.548 2.365 3.112 -0.203
H -0.519 3.681 4.319 0.458
H -3.146 2.089 3.968 0.477
H -2.571 2.441 5.542 0.392
H -0.046 -0.477 4.486 0.380
H -0.305 -0.407 5.895 0.704

=====

2.
14
Properties=species:S:1:pos:R:3:mulliken_charge:R:1 method="wB97M-V/def2-TZVPD" e_tot_ev=-6792.780 charge=+1 lumo_ev=-5.1 e_above_lowest_kcal_mol=122.4
C -0.448 1.518 -0.415 0.147
C 0.801 1.923 -0.179 -0.542
C -0.292 0.265 0.644 -0.295
C 0.204 -0.770 -0.354 0.495
C -0.232 -2.151 0.031 -1.388
N -0.874 0.216 -0.637 -0.260
H -1.343 2.224 -0.410 0.399
H 1.722 1.256 -0.175 0.255
H 1.003 2.839 0.319 0.336
H -0.620 0.566 1.605 0.380
H 1.152 -0.633 -0.958 0.358
H -1.083 -2.028 0.722 0.338
H 0.575 -2.592 0.581 0.373
H -0.565 -2.634 -0.774 0.404

=====

3.
8
Properties=species:S:1:pos:R:3:mulliken_charge:R:1 method="wB97M-V/def2-TZVPD" e_tot_ev=-146745.796 lumo_ev=-2.0 e_above_lowest_kcal_mol=49.3
C 0.917 -1.121 0.817 0.040
C 0.180 0.786 -0.864 0.084
C -0.690 0.137 0.131 0.048
N 1.706 -1.838 1.203 -0.312
O 0.658 1.871 -0.702 -0.381
Br -1.191 1.157 1.630 0.087
Br -1.939 -1.150 -0.457 0.080
H 0.359 0.157 -1.757 0.355

=====

4.
115
Properties=species:S:1:pos:R:3:mulliken_charge:R:1 method="wB97M-V/def2-TZVPD" e_tot_ev=-181305.582 lumo_ev=0.1
C 8.496 -21.455 -12.971 -1.150
C 8.800 -21.356 -11.490 0.607
O 8.299 -20.513 -10.759 -0.608
N 9.721 -22.229 -10.990 -0.027
C 10.113 -22.256 -9.567 -1.094
H 7.999 -22.444 -13.168 0.182
H 9.444 -21.342 -13.537 0.351
H 7.764 -20.687 -13.213 0.328
H 9.945 -22.960 -11.597 0.314
H 9.293 -22.107 -8.857 0.199
H 10.822 -21.417 -9.418 0.414
H 10.732 -23.155 -9.428 0.445
C 8.407 -16.935 -9.952 -0.877
C 8.874 -17.574 -8.602 0.566
O 8.759 -16.826 -7.631 -0.719
N 9.368 -18.836 -8.518 0.157
C 9.900 -19.429 -7.241 -0.986
H 9.088 -16.013 -10.032 0.291
H 7.350 -16.717 -9.780 0.217
H 8.600 -17.539 -10.841 0.234
H 9.130 -19.540 -9.219 0.200
H 10.623 -18.735 -6.861 0.378
H 10.525 -20.321 -7.472 0.363
H 9.112 -19.608 -6.573 0.211
C -0.187 -24.907 -3.358 -0.964
C 0.393 -25.769 -4.436 0.971
O -0.356 -26.332 -5.250 -0.712
N 1.730 -25.843 -4.372 0.048
C 2.504 -26.710 -5.312 -0.664
H 0.431 -24.589 -2.480 0.240
H -1.071 -25.462 -2.986 0.349
H -0.542 -23.939 -3.735 0.101
H 2.271 -25.521 -3.538 0.182
H 1.801 -27.329 -5.910 0.324
H 3.180 -27.397 -4.826 0.393
H 3.041 -26.045 -5.889 -0.098
C 7.193 -25.376 -12.806 -0.949
C 8.042 -25.175 -11.597 0.790
O 9.217 -24.863 -11.782 -0.727
N 7.394 -25.247 -10.400 0.018
C 8.077 -24.975 -9.148 -0.423
H 7.018 -26.432 -13.003 0.440
H 7.758 -24.991 -13.630 0.393
H 6.261 -24.846 -12.712 -0.064
H 6.406 -25.484 -10.414 0.150
H 8.007 -25.782 -8.418 0.316
H 7.590 -24.171 -8.584 -0.283
H 9.026 -24.659 -9.436 0.397
C 5.242 -22.692 -1.418 -1.160
C 3.918 -22.760 -2.285 0.657
O 3.399 -23.888 -2.404 -0.650
N 3.492 -21.654 -2.869 -0.018
C 2.113 -21.635 -3.456 -0.919
H 5.827 -23.532 -1.744 0.316
H 4.961 -22.798 -0.371 0.326
H 5.791 -21.768 -1.514 0.297
H 3.876 -20.745 -2.712 0.174
H 1.899 -22.543 -4.133 0.055
H 1.989 -20.729 -4.015 0.244
H 1.372 -21.585 -2.723 0.611
C 0.533 -21.182 -12.238 -1.727
C 0.741 -21.853 -10.907 0.997
O 0.888 -23.074 -10.840 -0.617
N 0.755 -21.083 -9.800 0.389
C 0.347 -19.703 -9.731 -0.950
H 1.270 -20.404 -12.342 0.426
H -0.443 -20.748 -12.280 0.382
H 0.712 -21.808 -13.110 0.346
H 0.735 -21.556 -8.927 -0.299
H 0.838 -19.032 -9.078 0.109
H -0.659 -19.541 -9.380 0.330
H 0.394 -19.190 -10.665 0.436
C 3.161 -17.378 -7.457 0.993
Cl 2.456 -15.861 -7.893 -0.137
Cl 3.785 -18.224 -9.020 -0.146
Cl 2.060 -18.408 -6.659 -0.019
H 3.969 -17.112 -6.829 -0.671
C 2.352 -25.544 -11.678 0.938
Cl 2.843 -26.120 -10.042 -0.125
Cl 1.320 -26.760 -12.389 -0.152
Cl 3.760 -25.295 -12.675 -0.176
H 1.774 -24.626 -11.612 -0.384
C 7.620 -16.625 -4.351 -0.489
C 6.640 -16.465 -5.546 0.019
O 5.601 -17.426 -5.235 -0.282
S 6.052 -18.577 -4.316 1.052
O 6.266 -19.677 -5.140 -0.316
O 5.129 -18.617 -3.175 -0.697
O 7.465 -17.989 -3.870 -0.323
H 7.363 -15.959 -3.556 0.346
H 8.654 -16.493 -4.675 0.273
H 7.050 -16.713 -6.474 0.083
H 6.197 -15.477 -5.456 0.319
C 3.920 -21.636 -7.055 0.780
C 5.137 -21.594 -8.136 -0.487
O 6.137 -22.351 -7.486 -0.313
S 5.405 -23.680 -7.023 0.715
O 6.053 -24.392 -5.988 -0.653
O 5.044 -24.416 -8.175 -0.348
O 4.101 -22.915 -6.386 -0.075
H 2.906 -21.495 -7.434 -0.122
H 4.188 -20.954 -6.252 -0.111
H 5.553 -20.643 -8.371 0.418
H 4.876 -22.000 -9.153 0.221
C 1.386 -24.255 -7.591 -0.046
C 0.004 -24.656 -8.138 -0.391
O -0.776 -23.386 -7.909 -0.388
S -0.242 -22.595 -6.700 1.043
O -0.996 -22.729 -5.504 -0.705
O 0.216 -21.290 -7.067 -0.476
O 1.082 -23.414 -6.432 -0.047
H 1.998 -23.712 -8.360 0.300
H 1.874 -25.152 -7.233 -0.061
H -0.469 -25.412 -7.509 0.450
H -0.009 -24.899 -9.205 0.213

=====

Largest force on an atom, respectively: 0.2306; 0.0809; 0.1078; 0.0723 Eh/bohr.
Highest occupied orbital energy, respectively: -8.4; -15.7; -11.2; -9.2 eV.